This record from the Open Molecules 2025 dataset describes 2 unconnected molecules or ions with the total composition C6H11NO. The level of theory is ωB97M-V/def2-TZVPD.

The geometry in XYZ format:
```
19
Properties=species:S:1:pos:R:3:forces:R:3
C 1.05299 -0.03444 1.02917 0.281 -0.292 0.757
C 1.15583 0.96798 -0.09961 0.205 0.842 -0.003
C -0.19370 1.38987 -0.63581 -0.068 -0.201 0.171
C -0.59101 0.94919 -1.82598 -0.690 0.438 0.003
C -1.04106 2.17925 0.23650 -0.329 0.371 0.648
C -1.68608 2.80566 1.05050 0.778 -0.840 -0.958
H 0.46591 -0.92507 0.76163 -0.043 0.366 0.050
H 0.61271 0.44035 1.92489 0.043 -0.351 -0.397
H 2.04940 -0.40673 1.31434 -0.243 0.206 -0.059
H 1.68108 1.87264 0.26251 -0.128 -0.402 -0.106
H 1.74648 0.57598 -0.93045 -0.057 -0.049 0.041
H -1.57037 1.19334 -2.23101 0.193 -0.059 0.068
H 0.06635 0.34710 -2.42465 0.165 -0.167 -0.208
H -2.26548 3.31075 1.78081 -0.079 0.136 0.020
H 0.18654 -2.09103 -0.97962 -0.329 -0.732 0.087
H 0.25324 -3.27421 0.90992 -0.264 -0.290 -0.292
H -1.26909 -2.81290 0.60806 0.097 -0.193 -0.381
N -0.54164 -3.46057 0.28329 0.548 0.753 -0.051
O -0.11208 -3.02717 -1.03452 -0.080 0.466 0.613
```
Positions in Å, forces in eV/Å.

Summary:
Total energy   -365.0546 Eh
Frontier orbital gap   10.267 eV
HOMO   -0.3479 hartree
Energy above the lowest of the compared OMol25 structures with the same formula, charge and spin   111.02 kcal/mol
Charge   0
SMILES string   C#CC(=C)CC.NO
2S+1   1